No. 1
# C3H13N5

A 2-piece molecular cluster, C3H13N5 overall at a distorted geometry (wB97M-V/def2-TZVPD, OMol25).

Gap between HOMO and LUMO: 9.6063 eV
SMILES: C=NN(N)N.CCN
Spin multiplicity: 1
Energy relative to the best compared isomer or geometry (same formula, charge and spin): 4.3503 eV
Max |F|: 0.045 hartree/bohr
LUMO level: 0.998 eV

Structure (XYZ):
```
21
Properties=species:S:1:pos:R:3:forces:R:3
C -0.403 1.607 -1.913 0.3272 -0.6645 0.8681
N 0.643 1.719 -1.176 -1.6747 0.8820 -1.3722
N 0.579 1.375 0.196 0.7763 -0.6565 -0.9671
N -0.276 2.175 0.960 -1.5590 0.4726 0.6151
N 1.866 1.663 0.661 1.3030 -0.3577 0.5130
H -1.322 1.082 -1.587 0.2968 0.6755 0.1078
H -0.383 1.935 -2.964 0.3753 -0.2295 0.5879
H -0.990 1.581 1.379 0.0091 -0.1022 -0.3544
H 0.239 2.493 1.780 0.2287 0.0860 -0.4127
H 2.500 1.083 0.110 -0.1457 0.0484 0.2980
H 2.073 2.613 0.349 0.1524 0.1403 0.0600
C -1.194 -2.676 -0.391 -0.2731 -0.4318 0.9687
C -0.293 -1.517 -0.022 0.6680 1.3337 1.6655
N 0.114 -1.321 1.455 -0.3396 -2.1104 -0.3775
H -2.209 -2.496 -0.020 0.1240 -0.1479 0.0578
H -0.849 -3.626 0.026 -0.0209 -0.0113 -0.1364
H -1.270 -2.772 -1.479 0.2069 0.0858 0.1318
H -0.921 -0.636 -0.183 0.8390 0.1462 -0.7458
H 0.646 -1.612 -0.576 -0.3708 0.6430 -0.5386
H 0.721 -2.116 1.661 -0.4017 -0.1289 0.2493
H 0.729 -0.554 1.733 -0.5213 0.3274 -1.2182
```
Positions in Å, forces in eV/Å.

Atom charges from the Mulliken analysis, given in e for atoms 1 to 8: -0.27 -0.59 0.95 -0.82 -0.89 0.24 0.26 0.25

No. 2
# C3H13N5

A single C3H13N5 molecule at a distorted geometry (wB97M-V/def2-TZVPD, OMol25).

Gap between HOMO and LUMO: 8.2174 eV
SMILES: C[C@@H](N(C)N)N(N)N
Spin multiplicity: 1
Energy relative to the best compared isomer or geometry (same formula, charge and spin): 4.9215 eV
Max |F|: 0.109 hartree/bohr
LUMO level: 0.980 eV

Structure (XYZ):
```
21
Properties=species:S:1:pos:R:3:forces:R:3
C 0.456 1.808 -0.073 0.2895 -0.3930 -0.1925
C 0.581 0.367 0.386 -5.3978 -1.0339 1.2246
N -0.971 -0.204 0.645 2.8263 0.8839 -0.3464
C -1.195 -1.536 1.130 0.0006 0.6996 0.4874
N -2.067 0.608 0.341 0.0609 0.5968 0.3898
N 1.030 -0.640 -0.489 4.1358 0.8681 0.1798
N 0.452 -0.679 -1.735 -0.0277 0.3838 -0.8771
N 2.642 -0.097 -0.448 -2.2632 -1.2865 -0.7338
H 1.454 2.231 -0.159 0.0235 0.1378 0.1896
H -0.023 1.899 -1.046 -0.1307 -0.0430 0.0321
H -0.152 2.362 0.637 0.1428 0.1035 0.0332
H 1.075 0.262 1.354 0.0476 0.1024 -0.3590
H -0.264 -2.097 1.143 0.0883 0.0631 -0.0773
H -1.904 -2.078 0.492 -0.0744 -0.0935 0.0003
H -1.586 -1.503 2.160 -0.1354 -0.3199 -0.0460
H -2.899 0.055 0.151 0.2915 -0.1105 -0.1760
H -2.281 1.186 1.156 -0.3457 -0.1390 -0.0671
H -0.147 -1.493 -1.801 0.2211 -0.0173 0.1090
H -0.107 0.142 -1.994 0.3545 -0.2477 0.3813
H 3.134 -0.986 -0.514 -0.0100 0.1467 -0.1916
H 2.775 0.393 -1.336 -0.0974 -0.3015 0.0397
```
Positions in Å, forces in eV/Å.

Atom charges from the Mulliken analysis, given in e for atoms 1 to 8: -1.27 0.05 0.40 -1.08 -0.77 0.12 -0.61 -0.63

No. 3
# C3H13N6O4Tl

C3H13N6O4Tl as an isolated structure at a distorted geometry (wB97M-V/def2-TZVPD, OMol25).

Gap between HOMO and LUMO: 3.2967 eV
Charge: +2
Spin multiplicity: 1
Max |F|: 0.093 hartree/bohr
LUMO level: -12.969 eV

Structure (XYZ):
```
27
Properties=species:S:1:pos:R:3:forces:R:3
Tl -16.747 14.840 21.141 -0.2584 0.1208 -0.5082
O -19.101 15.429 19.639 0.7094 0.1013 1.0731
H -19.295 15.241 18.700 0.4602 -0.1437 -0.2795
C -13.357 17.065 21.245 -1.2820 -0.6993 0.2864
O -14.019 16.068 20.958 -0.9948 -1.5823 -1.3958
N -12.755 17.895 20.444 1.3628 1.9631 -1.7422
N -13.319 17.452 22.491 -0.2933 0.0133 3.4960
H -12.724 17.909 19.435 0.2078 -0.4849 0.4897
H -12.474 18.715 20.964 0.4421 0.2317 -0.9844
H -12.756 18.198 22.875 -0.0394 -0.2269 -0.1155
H -13.743 16.796 23.130 0.2840 0.3787 0.1802
C -17.161 11.746 23.671 -0.1906 0.4917 -1.8532
O -17.277 12.395 22.613 -0.1411 1.0582 -1.4964
N -16.674 12.198 24.764 1.8608 3.5716 2.5557
N -17.451 10.510 23.839 -1.3799 -4.4061 -0.3531
H -16.681 11.613 25.587 0.3898 0.9667 0.1614
H -16.278 13.124 24.675 0.0775 -0.2346 1.0466
H -17.860 9.869 23.175 0.0856 0.3122 0.0298
H -17.108 10.168 24.725 -0.5171 -0.9682 -0.6122
C -16.351 18.316 18.912 1.0434 1.3071 -0.1187
O -16.443 17.235 19.491 -0.7756 -2.1779 0.5281
N -17.334 19.124 18.672 -4.1565 -0.0509 0.4395
N -15.255 18.893 18.502 3.3722 -0.3822 -0.3234
H -17.231 19.982 18.148 -0.4859 -0.3744 0.0081
H -18.222 18.696 18.892 -0.4447 0.9112 -0.2309
H -14.386 18.392 18.618 -0.1986 0.6416 -0.2053
H -15.327 19.871 18.258 0.8621 -0.3377 -0.0758
```
Positions in Å, forces in eV/Å.

Atom charges from the Mulliken analysis, given in e for atoms 1 to 8: 1.19 -0.31 0.36 0.73 -0.58 -0.33 -0.42 0.25

No. 4
# C3H13NO2

A 3-piece molecular cluster, C3H13NO2 overall at a distorted geometry (wB97M-V/def2-TZVPD, OMol25).

Gap between HOMO and LUMO: 10.2302 eV
SMILES: CCCN.O.O
Spin multiplicity: 1
Energy relative to the best compared isomer or geometry (same formula, charge and spin): 0.7959 eV
Max |F|: 0.025 hartree/bohr
LUMO level: 0.541 eV

Structure (XYZ):
```
19
Properties=species:S:1:pos:R:3:forces:R:3
C -0.581 1.183 1.068 0.0892 0.1199 0.4833
C 0.145 0.578 -0.122 0.3571 1.0803 -0.5983
C 1.659 0.822 -0.105 0.2403 -0.6169 -0.0963
N 2.344 0.495 -1.368 -0.4342 0.1233 0.0322
H 0.022 1.973 1.506 0.1263 0.2795 -0.0509
H -1.524 1.636 0.784 -0.2101 -0.1372 -0.0031
H -0.749 0.509 1.907 -0.1134 -0.2977 -0.0836
H -0.200 1.101 -1.026 -0.1942 -0.3615 0.0817
H -0.056 -0.484 -0.254 0.0125 0.0089 -0.1512
H 1.907 1.863 0.095 -0.2806 0.0905 0.1792
H 2.100 0.235 0.705 0.1575 0.0133 -0.0157
H 1.970 -0.368 -1.750 0.1351 -0.1365 0.0879
H 2.071 1.200 -2.050 0.1740 -0.0555 0.0299
O -0.570 -2.777 0.779 0.0377 0.1269 -0.1956
H 0.156 -2.919 0.156 -0.1614 0.0489 0.2210
H -0.574 -1.826 0.953 0.1492 -0.2313 0.0891
O -2.986 -0.931 -0.692 0.3406 -0.0034 0.3043
H -3.021 -0.989 0.270 -0.3252 0.0465 -0.0294
H -2.111 -1.301 -0.860 -0.1004 -0.0980 -0.2844
```
Positions in Å, forces in eV/Å.

Atom charges from the Mulliken analysis, given in e for atoms 1 to 8: -1.17 0.21 -0.78 -0.66 0.40 0.32 0.31 0.25

No. 5
# C3H13NO2

A 3-piece molecular cluster, C3H13NO2 overall at a distorted geometry (wB97M-V/def2-TZVPD, OMol25).

Gap between HOMO and LUMO: 10.4407 eV
SMILES: CCCN.O.O
Spin multiplicity: 1
Energy relative to the best compared isomer or geometry (same formula, charge and spin): 0.7223 eV
Max |F|: 0.021 hartree/bohr
LUMO level: 0.820 eV

Structure (XYZ):
```
19
Properties=species:S:1:pos:R:3:forces:R:3
C -2.555 -0.516 -2.689 -0.9554 0.2471 0.1395
C -1.873 -0.182 -1.352 -0.2822 -0.0535 -0.0921
C -1.114 -1.388 -0.814 -0.0571 0.2213 -0.1274
N -0.445 -1.073 0.442 0.1143 -0.4603 0.9819
H -2.497 -1.582 -2.919 0.2478 0.0810 -0.1342
H -2.218 0.081 -3.533 0.4297 -0.1681 -0.0165
H -3.635 -0.304 -2.653 0.2437 -0.0514 0.1554
H -1.269 0.717 -1.402 0.4669 -0.0784 -0.2027
H -2.618 0.100 -0.607 -0.2116 -0.1597 0.0872
H -0.344 -1.717 -1.518 -0.1285 0.0396 -0.0745
H -1.855 -2.193 -0.719 0.1544 -0.1472 -0.0277
H -1.138 -0.928 1.173 -0.2197 0.5414 -0.2001
H 0.007 -1.904 0.823 0.2974 0.0376 -0.4719
O 5.328 0.819 2.967 -0.0355 -0.2029 0.0703
H 5.388 0.141 2.283 -0.0071 0.0951 0.0887
H 5.106 0.336 3.773 0.0417 0.1090 -0.1620
O -0.295 2.030 0.815 0.2411 0.0620 -0.0601
H 0.096 2.807 0.399 -0.0040 -0.1661 0.1108
H 0.366 1.324 0.737 -0.3359 0.0536 -0.0646
```
Positions in Å, forces in eV/Å.

Atom charges from the Mulliken analysis, given in e for atoms 1 to 8: -1.14 -0.15 -0.69 -0.54 0.33 0.31 0.29 0.29

No. 6
# C3H13NO2

A 3-piece molecular cluster, C3H13NO2 overall at a distorted geometry (wB97M-V/def2-TZVPD, OMol25).

Gap between HOMO and LUMO: 8.5156 eV
SMILES: CN(C)C.O.O
Spin multiplicity: 1
Energy relative to the best compared isomer or geometry (same formula, charge and spin): 1.5537 eV
Max |F|: 0.024 hartree/bohr
LUMO level: 0.571 eV

Structure (XYZ):
```
19
Properties=species:S:1:pos:R:3:forces:R:3
C -0.656 -1.131 0.287 -0.2241 0.8475 -0.6500
N -0.465 -0.429 -0.984 0.8206 -0.4031 0.6757
C 0.944 -0.438 -1.395 -1.0658 -0.1816 -0.5511
C -1.479 -0.450 -2.012 -0.0070 -0.1622 0.4422
H -0.214 -0.449 1.018 -0.0109 -0.5913 0.5001
H -0.181 -2.124 0.327 -0.0912 0.1309 0.0227
H -1.724 -1.218 0.483 0.0360 -0.0910 0.1389
H 1.303 0.585 -1.478 0.3849 0.0395 -0.2356
H 1.580 -0.989 -0.702 -0.1730 0.1386 0.2000
H 1.022 -0.964 -2.360 0.2425 0.2983 0.0000
H -2.333 -1.070 -1.715 0.2796 -0.2836 -0.1284
H -1.058 -0.792 -2.964 -0.2510 -0.0457 -0.0214
H -1.923 0.535 -2.136 0.0821 0.3401 -0.3717
O 0.881 0.465 3.948 -0.0707 0.5818 -0.3636
H 1.793 0.709 3.758 0.2302 -0.2627 0.1316
H 0.429 1.145 3.426 -0.1205 -0.3367 0.2119
O 0.960 2.099 1.131 0.0985 0.0395 0.1764
H 0.008 2.135 1.138 -0.7487 -0.1559 0.3317
H 1.111 2.380 0.232 0.5888 0.0977 -0.5095
```
Positions in Å, forces in eV/Å.

Atom charges from the Mulliken analysis, given in e for atoms 1 to 8: -1.01 0.14 -1.01 -0.85 0.31 0.31 0.38 0.18